No. 1
Below is the molecule C7H14NP, with properties calculated with ωB97M-V/def2-TZVPD.

Each line ends with the Löwdin charge.
Element x y z (Å)
C (1.448, 2.136, -0.685)  -0.13
H (-0.360, -1.625, 0.428)  0.10
C (-2.371, -1.427, -0.248)  -0.08
H (-0.549, 0.339, -1.854)  0.07
H (1.569, 2.807, 0.214)  0.08
C (0.510, 0.860, 1.254)  -0.22
H (2.743, -2.216, 0.842)  -0.04
C (-0.945, -0.830, -0.049)  -0.43
P (2.331, -0.561, -0.487)  0.83
H (0.454, 2.432, -1.163)  0.10
H (-2.282, -2.259, -0.883)  0.04
H (2.349, 2.120, -1.357)  0.07
H (0.110, -1.553, -1.818)  0.06
C (-0.211, -0.601, -1.375)  -0.01
H (0.957, 0.143, 1.912)  0.08
C (-0.911, 0.393, 0.970)  -0.14
H (-2.888, -1.839, 0.596)  0.06
H (-1.524, 1.213, 0.542)  0.13
N (2.080, -1.441, 0.749)  -0.34
H (0.713, 1.892, 1.552)  0.11
C (1.163, 0.798, -0.060)  -0.53
H (-1.314, -0.023, 1.836)  0.08
H (-3.075, -0.758, -0.912)  0.11

The calculation puts the energy above the lowest of the compared OMol25 structures with the same formula, charge and spin at 142.6 kJ/mol. For the highest occupied orbital energy, the calculation gives -0.2899 Ha.



No. 2
Below is the ion C3H8N3 with charge +1, with properties calculated with ωB97M-V/def2-TZVPD.

Each line ends with the Löwdin charge.
Element x y z (Å)
H (3.481, 0.704, -0.335)  0.10
C (-2.064, 0.427, -0.062)  -0.04
N (0.010, -1.512, -0.018)  0.24
H (-0.364, 1.670, -0.254)  0.17
H (-0.946, -1.831, -0.032)  0.12
H (-2.601, 1.368, 0.011)  0.10
C (2.587, 0.473, 0.232)  0.10
C (0.303, -0.219, -0.126)  -0.40
H (-2.402, -0.093, -0.961)  0.10
H (2.638, 0.545, 1.318)  0.11
H (0.738, -2.206, -0.065)  0.14
H (-2.302, -0.171, 0.819)  0.10
N (-0.643, 0.708, -0.122)  0.06
N (1.565, 0.138, -0.404)  0.10

The charge is +1. The calculation puts the energy above the lowest of the compared OMol25 structures with the same formula, charge and spin at 82.3 kJ/mol. The SMILES is C=NC(=[NH2+])NC. For the highest occupied orbital energy, the calculation gives -0.5445 Ha.



No. 3
Below is a structure of composition C20H40IO40S10Ti, with properties calculated with ωB97M-V/def2-TZVPD.

Each line ends with the Mulliken spin population.
Element x y z (Å)
H (-9.673, -27.542, 23.264)  0.00
H (0.227, -25.071, 20.879)  0.00
O (-8.351, -28.871, 25.722)  0.01
H (-4.583, -19.303, 21.582)  0.00
C (-6.583, -24.092, 19.537)  0.00
O (-0.621, -22.607, 22.848)  0.00
H (0.497, -24.078, 23.314)  0.00
C (-0.170, -24.074, 21.072)  0.00
O (-4.811, -25.091, 22.116)  0.06
H (-8.890, -24.453, 28.109)  0.00
C (-4.920, -19.216, 24.753)  0.00
S (-4.198, -20.999, 26.544)  0.02
C (-0.947, -23.630, 28.924)  0.00
C (-6.957, -28.833, 23.796)  0.09
O (-3.013, -23.468, 23.326)  0.01
O (-9.212, -25.671, 23.899)  -0.01
S (-2.166, -22.881, 22.288)  0.02
C (-9.741, -25.079, 27.841)  0.00
C (-5.435, -23.323, 19.023)  0.00
C (-0.898, -29.208, 25.297)  0.00
C (-9.641, -26.536, 22.847)  0.00
O (-11.895, -25.085, 24.746)  0.00
O (-2.722, -21.683, 21.733)  0.01
H (-4.391, -22.217, 30.216)  0.00
H (-0.043, -25.477, 29.505)  0.00
O (-0.988, -25.795, 27.915)  0.00
S (-0.716, -24.745, 26.712)  0.01
O (-10.488, -26.754, 26.229)  0.00
C (-6.510, -21.897, 29.670)  0.00
O (-3.901, -20.211, 25.022)  0.00
O (-10.634, -24.375, 27.024)  0.00
C (0.330, -23.537, 22.383)  0.00
O (-6.340, -18.245, 21.648)  0.00
H (-0.402, -23.147, 29.736)  0.00
O (-0.297, -23.461, 27.699)  0.00
O (-3.073, -29.166, 24.247)  0.01
O (-8.717, -17.769, 22.549)  0.00
O (-4.357, -22.443, 26.335)  -0.05
S (-2.128, -28.111, 23.362)  0.01
H (-1.926, -23.163, 28.811)  0.00
O (-7.525, -24.613, 30.762)  0.00
H (-7.107, -27.240, 25.215)  0.12
C (-9.383, -26.316, 27.043)  0.00
O (-1.645, -23.966, 21.129)  0.00
H (-5.972, -29.294, 23.714)  -0.01
H (1.145, -22.844, 22.172)  0.00
H (-0.990, -28.332, 25.939)  0.00
O (-7.536, -25.573, 22.334)  -0.01
C (-1.040, -25.157, 29.202)  0.00
H (-5.227, -19.119, 23.711)  0.00
O (-5.676, -20.242, 26.732)  0.00
H (-1.870, -25.646, 29.712)  0.00
O (-12.719, -25.846, 27.036)  0.00
H (-6.543, -20.568, 24.934)  0.00
O (-8.573, -31.264, 25.408)  0.00
H (0.043, -29.735, 25.454)  0.00
H (-7.143, -23.766, 20.413)  0.01
H (-6.094, -20.897, 29.542)  0.00
Ti (-4.383, -24.980, 24.756)  2.48
O (-1.932, -24.556, 26.023)  0.11
H (-2.821, -29.912, 26.188)  0.00
C (-7.191, -28.327, 25.213)  -0.06
O (-5.587, -23.338, 31.282)  0.00
C (-8.632, -26.385, 21.739)  0.01
O (-7.611, -19.997, 21.868)  0.00
H (-10.297, -25.457, 28.698)  0.00
O (-2.338, -28.323, 21.938)  0.00
S (-8.049, -24.537, 23.502)  0.17
H (-9.243, -25.938, 20.954)  0.00
O (-2.566, -26.810, 23.873)  0.02
H (-6.435, -28.733, 25.885)  -0.05
H (-5.018, -23.469, 29.253)  0.00
C (-6.396, -20.517, 21.462)  -0.02
C (-5.306, -22.788, 30.054)  0.00
O (-7.409, -21.987, 30.774)  0.00
H (-5.180, -23.847, 18.102)  0.00
H (-2.251, -30.905, 24.860)  0.00
S (-4.713, -25.215, 20.627)  0.01
H (-8.728, -27.082, 27.456)  0.00
S (-11.566, -25.486, 26.145)  0.00
H (-7.190, -24.070, 18.632)  0.00
H (-8.617, -26.128, 26.291)  0.01
O (-10.305, -29.573, 24.574)  0.00
O (0.411, -24.996, 25.879)  0.00
O (-7.981, -29.637, 23.463)  0.00
O (-7.428, -23.484, 32.967)  0.00
H (-5.376, -22.246, 18.867)  0.00
O (-6.194, -25.429, 19.897)  0.00
H (-5.988, -21.133, 22.263)  0.03
H (-10.657, -26.224, 22.604)  0.00
H (-6.992, -19.000, 25.595)  0.00
O (-8.553, -23.354, 22.729)  0.01
C (-6.165, -19.700, 25.475)  0.00
H (-6.882, -27.982, 23.119)  -0.02
H (-7.097, -22.229, 28.814)  0.00
S (-8.946, -30.000, 24.796)  0.00
H (-6.514, -21.199, 20.620)  0.00
O (-8.400, -18.379, 20.150)  0.00
H (0.090, -23.512, 20.175)  0.00
O (-4.496, -23.769, 19.972)  0.01
H (-8.158, -27.316, 21.428)  0.00
O (-3.377, -20.552, 27.650)  0.00
S (-7.167, -23.406, 31.510)  0.00
H (-5.354, -19.327, 20.033)  0.00
O (-6.975, -24.474, 24.522)  0.03
I (-5.018, -26.162, 27.562)  -0.02
H (-4.655, -18.230, 25.135)  0.00
C (-5.560, -19.253, 21.101)  0.00
S (-7.929, -18.426, 21.482)  0.00
O (-3.693, -26.155, 20.164)  0.00
C (-2.285, -29.883, 25.239)  0.00
O (-0.749, -28.680, 24.076)  0.00

For the highest occupied orbital energy (alpha / beta), the calculation gives -0.1722 / -0.2875 Ha. The spin multiplicity is 4.



No. 4
Below is a structure of composition C48H36N3P3Se2V, with properties calculated with ωB97M-V/def2-TZVPD.

Each line ends with the Mulliken spin population.
Element x y z (Å)
H (-1.680, 3.545, -1.266)  0.00
C (-1.938, 4.089, -0.360)  -0.02
H (-3.643, 7.179, 2.950)  0.00
C (-3.029, 6.021, 0.589)  0.01
N (-1.262, 0.423, -0.698)  -0.02
H (3.726, -4.719, -2.363)  0.00
H (0.242, -4.534, -4.872)  0.00
H (-1.847, 0.668, 7.831)  0.00
C (2.732, -4.721, -1.930)  0.00
C (-1.149, -1.490, -1.789)  0.02
C (2.457, -5.499, -0.817)  0.00
H (3.900, -1.355, -5.211)  0.00
C (1.173, -5.513, -0.282)  0.00
H (0.241, 1.482, 8.880)  0.00
H (0.592, -2.070, 0.628)  0.00
H (-1.812, 4.204, 5.426)  0.00
C (-1.777, 1.031, 2.825)  0.07
H (3.129, -1.624, -2.889)  0.00
C (0.070, 1.637, 7.821)  0.00
C (0.445, -3.955, -1.969)  0.00
Se (1.562, 1.911, -0.137)  -0.01
C (-2.059, 4.563, 4.433)  0.00
C (-1.172, -0.221, 2.601)  -0.13
H (1.550, 2.982, 5.091)  0.00
N (-2.490, -0.026, -0.916)  0.01
C (-0.365, -2.534, -4.359)  0.00
P (1.351, 0.036, -1.204)  0.03
Se (-2.670, -4.222, -2.802)  0.00
C (3.705, -1.137, -0.344)  0.00
H (-4.896, 0.248, 1.713)  0.00
C (-1.326, 1.376, 5.877)  0.00
C (2.313, -1.192, -0.307)  -0.02
C (-0.543, -1.235, -4.820)  0.00
H (-3.581, 6.949, 0.487)  0.00
H (3.237, -6.104, -0.371)  0.00
P (-0.936, -3.040, -2.719)  0.00
C (4.450, -1.942, 0.502)  0.00
H (4.211, -0.453, -1.017)  0.00
N (-2.445, -1.157, -1.562)  0.00
C (-0.377, -0.460, -1.239)  -0.01
H (-0.367, 0.098, -6.488)  0.00
C (1.022, 2.289, 7.050)  0.00
H (-3.588, 2.163, 2.551)  -0.01
C (-3.137, 1.182, 2.471)  0.01
H (-3.077, 6.316, 5.186)  0.00
C (-1.928, -1.308, 2.134)  0.02
C (0.139, -3.512, -5.218)  0.00
C (-1.584, 3.576, 0.868)  0.00
C (0.488, -3.181, -6.516)  0.00
C (-0.212, -0.912, -6.130)  0.00
H (-2.899, 5.660, -1.502)  0.00
C (1.674, -2.035, 0.594)  0.02
H (0.951, 2.054, -3.174)  0.00
H (5.532, -1.900, 0.469)  0.00
C (-2.780, 5.771, 4.298)  0.00
C (-3.259, -1.148, 1.838)  -0.04
H (0.948, -6.135, 0.576)  0.00
C (0.308, -1.879, -6.975)  0.00
C (-3.094, 6.249, 3.057)  0.00
C (-2.649, 5.305, -0.509)  -0.01
C (2.803, -0.771, -3.465)  0.00
C (-1.678, 3.865, 3.318)  -0.01
H (1.921, -3.483, 2.151)  0.00
C (3.248, -0.609, -4.770)  0.00
H (-0.843, -4.794, -0.477)  0.00
C (2.860, 0.503, -5.502)  0.00
V (-0.731, 1.649, 0.883)  1.26
H (-1.449, -2.272, 2.003)  -0.01
C (-1.985, 4.339, 2.011)  -0.05
H (3.210, 0.631, -6.519)  0.00
C (1.725, -3.955, -2.505)  0.00
H (-2.243, 1.018, 5.426)  0.00
C (-1.103, 1.179, 7.232)  0.00
H (-3.836, -1.976, 1.446)  0.00
C (2.424, -2.826, 1.451)  0.00
C (-3.860, 0.112, 1.996)  -0.01
P (-0.653, 2.369, 3.325)  -0.10
C (-2.709, 5.548, 1.887)  0.00
C (2.029, 1.458, -4.930)  0.00
H (1.929, -3.392, -3.405)  0.00
C (3.809, -2.782, 1.405)  0.00
C (-0.376, 2.033, 5.097)  0.00
C (1.961, 0.177, -2.894)  0.00
H (4.394, -3.399, 2.077)  0.00
H (-0.141, -0.376, 2.898)  -0.01
C (0.170, -4.752, -0.858)  0.00
H (1.731, 2.332, -5.497)  0.00
H (0.564, -1.626, -7.997)  0.00
H (-0.956, -0.478, -4.163)  0.00
C (0.801, 2.480, 5.693)  0.00
H (1.940, 2.644, 7.502)  0.00
H (0.882, -3.943, -7.178)  0.00
C (1.584, 1.302, -3.628)  0.00

For the highest occupied orbital energy (alpha / beta), the calculation gives -0.2737 / -0.2283 Ha. The spin multiplicity is 2.



Quick rundown of molecular weight, same order as above: 143.170 86.118 1415.941 956.623 g/mol